(1)
{
  "formula": "C36H101N7O11",
  "method": "ωB97M-V with the def2-TZVPD basis set",
  "multiplicity": 1,
  "energy_ev": -71916.38001,
  "largest_force_ha_per_bohr": 0.064,
  "orbital_gap_ev": 9.467,
  "e_above_lowest_kcal_mol": 65.2,
  "symbols": ["C", "O", "C", "C", "C", "N", "H", "H", "H", "H", "H", "H", "H", "H", "H", "H", "H", "C", "O", "C", "C", "C", "N", "H", "H", "H", "H", "H", "H", "H", "H", "H", "H", "H", "C", "O", "C", "C", "C", "N", "H", "H", "H", "H", "H", "H", "H", "H", "H", "H", "H", "C", "O", "C", "C", "C", "N", "H", "H", "H", "H", "H", "H", "H", "H", "H", "H", "H", "C", "O", "C", "C", "C", "N", "H", "H", "H", "H", "H", "H", "H", "H", "H", "H", "H", "C", "O", "C", "C", "C", "N", "H", "H", "H", "H", "H", "H", "H", "H", "H", "H", "H", "C", "O", "C", "C", "C", "N", "H", "H", "H", "H", "H", "H", "H", "H", "H", "H", "H", "C", "C", "O", "H", "H", "H", "H", "H", "H", "C", "C", "O", "H", "H", "H", "H", "H", "H", "C", "C", "O", "H", "H", "H", "H", "H", "H", "C", "C", "O", "H", "H", "H", "H", "H", "H"],
  "positions_angstrom": [[1.211967, 0.989527, -3.828621], [2.508167, 1.556327, -3.948001], [2.874457, 1.665377, -5.333001], [4.199647, 2.428237, -5.501041], [4.016497, 4.042317, -5.251781], [4.720687, 2.272807, -6.819801], [1.195167, 0.060287, -4.398121], [0.458107, 1.669487, -4.225421], [0.931937, 0.780147, -2.796221], [2.939737, 0.684397, -5.803661], [2.112017, 2.216847, -5.883151], [4.899697, 1.968447, -4.803451], [3.389607, 4.306857, -4.400231], [3.621367, 4.465337, -6.175381], [4.988857, 4.521687, -5.138641], [4.876317, 1.290257, -6.994371], [5.660217, 2.639897, -6.871041], [2.474427, 0.662017, 2.748379], [3.298837, 0.997787, 3.731479], [3.657387, 0.078557, 4.696529], [4.738247, 0.655127, 5.613109], [6.084907, 0.733857, 4.950259], [4.920517, -0.201753, 6.802859], [1.510437, 0.280607, 3.085059], [2.815427, -0.091963, 2.038919], [2.296477, 1.549557, 2.141169], [2.835447, -0.108253, 5.387629], [3.902497, -0.878213, 4.235449], [4.450347, 1.674837, 5.868859], [6.457947, -0.197463, 4.524129], [6.791807, 1.020967, 5.728689], [6.107367, 1.497057, 4.172359], [4.117537, -0.322673, 7.403439], [4.992287, -1.125913, 6.401749], [-5.824703, -2.202693, 1.049659], [-4.757593, -3.123353, 1.297719], [-3.913493, -3.229423, 0.143819], [-2.998253, -4.503323, 0.336029], [-2.190073, -4.483123, 1.652149], [-1.981313, -4.605463, -0.753861], [-6.380253, -2.090473, 1.980719], [-6.470233, -2.525273, 0.232759], [-5.513013, -1.183243, 0.822339], [-4.595823, -3.270633, -0.705191], [-3.373583, -2.292343, 0.007919], [-3.683383, -5.351073, 0.340349], [-2.807093, -4.496483, 2.550589], [-1.409483, -3.727013, 1.736299], [-1.512503, -5.335933, 1.693709], [-1.404043, -5.433983, -0.733521], [-2.389823, -4.656533, -1.676151], [1.163067, -6.713533, -1.973801], [1.920347, -5.643413, -1.311401], [1.789007, -4.375283, -1.915691], [2.305747, -3.179353, -1.007591], [1.357117, -2.874343, 0.208439], [2.287957, -1.961363, -1.782411], [1.815767, -7.179373, -2.712101], [0.274527, -6.350603, -2.490401], [0.835287, -7.466593, -1.257171], [2.369837, -4.386753, -2.837971], [0.773237, -4.113703, -2.212141], [3.314337, -3.420443, -0.671851], [1.759767, -2.099663, 0.861019], [1.305577, -3.761803, 0.839199], [0.321057, -2.584403, 0.033449], [3.225937, -1.620513, -1.937731], [1.878917, -2.041533, -2.702391], [5.710187, 3.400377, 1.041439], [5.636047, 2.837787, -0.298761], [4.537167, 3.212757, -1.102221], [3.273947, 2.547657, -0.604211], [3.406897, 1.045937, -0.499391], [2.158897, 2.921277, -1.520171], [6.703027, 3.427107, 1.490499], [5.093387, 2.741597, 1.652719], [5.242247, 4.381037, 1.127659], [4.366057, 4.289117, -1.118671], [4.749197, 2.832917, -2.101651], [3.048087, 3.024527, 0.349569], [4.125557, 0.758157, 0.267949], [3.762417, 0.634387, -1.444021], [2.503197, 0.464637, -0.316311], [2.170877, 3.922197, -1.654771], [2.373427, 2.528917, -2.425781], [-3.270573, -2.270213, 4.491819], [-2.100263, -1.994913, 5.238189], [-0.958303, -2.541493, 4.583139], [0.337787, -2.037753, 5.382409], [1.494967, -3.012033, 5.346319], [-0.072663, -1.887103, 6.769209], [-3.170783, -2.041403, 3.430779], [-4.077093, -1.654653, 4.890199], [-3.681033, -3.275793, 4.583579], [-1.005013, -3.630473, 4.577119], [-0.833853, -2.272293, 3.534259], [0.642727, -1.081003, 4.958469], [1.102677, -3.885183, 5.867679], [2.417037, -2.634433, 5.788239], [1.849457, -3.266063, 4.347369], [-0.986263, -1.469163, 6.665479], [-0.330903, -2.798233, 7.120299], [-2.005533, 3.651107, -3.694531], [-2.774523, 2.648037, -3.002841], [-3.749743, 2.003287, -3.891971], [-4.867423, 2.979017, -4.387971], [-5.699723, 3.554667, -3.263741], [-5.720773, 2.336067, -5.371301], [-2.487653, 4.618947, -3.832241], [-1.627163, 3.244467, -4.632381], [-1.169513, 3.823747, -3.016761], [-3.231433, 1.512397, -4.715671], [-4.072233, 1.141867, -3.307111], [-4.303363, 3.818917, -4.793571], [-5.024273, 4.123167, -2.624461], [-6.297243, 2.831807, -2.708261], [-6.473123, 4.181227, -3.708021], [-6.283723, 2.992787, -5.892751], [-5.101253, 2.061527, -6.120251], [-1.352013, 0.159397, 0.811929], [-0.635343, 1.024947, -0.247251], [0.088357, 1.883557, 0.525769], [-2.113963, 0.697107, 1.376199], [-0.661233, -0.249443, 1.549329], [-1.981403, -0.623603, 0.388979], [-1.315923, 1.532777, -0.930651], [0.021677, 0.348827, -0.794321], [0.709677, 2.287837, -0.084241], [-0.907493, 1.124607, 4.327399], [-1.372293, 2.388197, 3.688759], [-0.387803, 2.957797, 2.881559], [0.025577, 1.264817, 4.873129], [-0.586963, 0.355397, 3.624769], [-1.642803, 0.778927, 5.053989], [-1.695413, 3.133817, 4.415219], [-2.313383, 2.223107, 3.164159], [-0.364093, 2.423037, 2.084649], [-1.431503, -2.175693, -3.144171], [-2.846293, -1.582043, -3.181611], [-3.440873, -1.801483, -4.496751], [-0.868803, -2.098143, -2.213871], [-0.938993, -1.661513, -3.969491], [-1.493513, -3.223343, -3.438581], [-2.766853, -0.510103, -3.000701], [-3.496873, -2.027983, -2.429291], [-4.339703, -1.472583, -4.422331], [-4.423273, 1.889927, 0.212169], [-4.393883, 3.410007, 0.449469], [-5.615793, 4.106947, 0.739769], [-5.229343, 1.689737, -0.493711], [-4.506183, 1.410677, 1.187639], [-3.470133, 1.563387, -0.203761], [-3.977163, 3.901047, -0.429921], [-3.650173, 3.600987, 1.223119], [-5.504893, 5.028427, 0.985079]],
  "forces_ev_per_angstrom": [[-0.13, -0.20, -0.28], [0.27, -0.16, -0.81], [0.20, 0.89, 0.05], [-0.66, 1.87, 1.64], [0.51, -1.97, -0.43], [0.15, -0.47, -1.26], [-0.23, -0.19, -0.04], [-0.11, 0.09, -0.20], [0.52, 0.09, 0.03], [0.11, -0.34, 0.13], [-0.33, 0.07, -0.02], [0.00, 0.37, 0.71], [0.01, -0.24, -0.02], [-0.35, -0.17, 0.04], [0.13, -0.18, 0.25], [-0.21, -0.35, -0.20], [0.05, 0.48, 0.03], [-2.14, -0.61, -2.29], [2.27, 1.76, 1.56], [-0.47, 0.00, 0.93], [0.01, -0.72, -0.27], [0.77, 0.61, -0.02], [-0.03, -0.18, -0.37], [-0.36, 0.10, 0.28], [0.67, -0.42, 0.03], [-0.23, 0.03, 0.10], [-0.66, -0.18, -0.08], [0.51, -0.30, -0.02], [-0.21, -0.10, 0.32], [-0.29, -0.22, 0.00], [0.17, 0.10, -0.11], [-0.06, -0.05, -0.10], [-0.48, 0.66, 0.01], [0.54, -0.50, 0.09], [0.22, -0.04, 0.70], [-0.13, 0.55, -0.52], [0.08, -0.62, 0.83], [0.77, 0.91, -0.29], [0.19, -0.34, -0.04], [-0.60, 0.56, -0.20], [-0.16, -0.39, -0.09], [-0.11, -0.26, 0.00], [0.61, 0.07, -0.23], [0.18, -0.62, -0.51], [0.57, -0.02, 0.16], [-0.06, -0.15, 0.14], [-0.03, 0.10, -0.16], [-0.58, 0.84, -0.33], [-0.44, -0.70, -0.10], [0.00, -0.17, 0.75], [-0.45, 0.27, -0.11], [0.88, 0.98, 0.21], [-1.41, -0.81, 0.11], [0.70, 0.79, 0.41], [-2.20, -0.67, 0.24], [0.84, -1.28, 0.58], [0.78, 0.86, -0.79], [-0.02, -0.11, -0.07], [-0.03, 0.33, 0.02], [0.30, 0.21, 0.24], [0.32, 0.25, -0.24], [-0.47, -0.27, 0.20], [-0.06, 0.05, 0.18], [0.36, 0.18, -0.25], [-0.09, -0.25, 0.14], [0.09, -0.08, -0.87], [0.07, 0.13, -0.03], [-0.22, -0.27, -0.08], [-1.51, -0.88, -0.48], [1.48, 0.93, 0.61], [0.23, -0.81, 0.78], [-1.02, 0.64, -0.43], [0.25, -0.54, -0.11], [0.04, -0.35, 0.86], [0.18, -0.14, -0.75], [0.04, -0.02, 0.46], [0.15, 0.27, -0.36], [0.23, 0.31, -0.08], [0.14, 0.17, -0.16], [-0.15, -0.32, 0.35], [0.07, 0.13, -0.05], [0.26, 0.17, -0.22], [-0.34, 0.50, 0.21], [-0.11, 0.29, 0.10], [-0.01, -0.04, -0.20], [-0.91, 0.58, 0.18], [-0.01, -0.54, -1.49], [1.74, 0.21, 0.75], [-1.02, -0.68, -0.41], [-0.04, -0.11, -0.59], [0.13, 0.74, 0.06], [0.20, 0.03, -0.08], [0.15, 0.32, 0.05], [0.60, -0.49, 0.09], [-0.05, -0.34, 0.30], [-0.51, 0.49, -0.21], [-0.14, 0.17, 0.21], [0.63, -0.38, -0.05], [-0.35, 0.15, 0.64], [-0.52, -0.27, -0.30], [-0.11, 0.58, 0.66], [0.27, -0.45, 0.17], [0.40, -0.76, 1.16], [-0.97, 0.27, -1.67], [0.22, 0.34, 0.94], [0.56, -0.37, 0.92], [-0.16, 0.01, -0.16], [0.60, -0.52, -0.72], [-0.41, -0.16, -0.13], [-0.03, 0.14, -0.21], [0.21, 0.09, -0.16], [0.26, 0.38, -0.51], [-0.73, 0.30, 0.19], [0.02, 0.22, -0.35], [-0.42, 0.07, 0.28], [0.48, -0.34, 0.17], [0.21, 0.51, 0.03], [-0.48, 0.52, 0.54], [0.24, -0.73, -0.22], [-1.15, -0.10, -0.54], [-1.40, -2.43, 0.96], [1.25, 1.33, 0.12], [0.28, 0.61, 0.12], [0.19, -0.12, -0.34], [0.42, -0.42, -0.30], [-0.18, 0.00, -0.14], [0.12, -0.03, -0.40], [0.72, 0.80, -0.20], [0.62, -0.38, 0.91], [-0.51, 0.51, 0.26], [-0.15, 0.49, 0.22], [0.02, 0.51, 0.30], [-0.76, -0.12, -0.25], [-0.05, -0.44, -0.19], [0.42, 0.03, 0.42], [-0.15, -0.28, -0.59], [0.44, 0.08, -0.59], [-0.87, -0.01, -1.18], [0.17, -0.21, -0.12], [0.74, 0.06, 0.95], [-0.33, 0.26, 0.03], [0.55, -0.03, 0.11], [0.09, -0.12, 0.12], [-0.10, 0.11, 0.14], [0.01, 0.00, 0.14], [-0.15, 0.02, -0.18], [-0.69, 1.28, 0.45], [1.33, 1.21, -0.36], [-0.73, -1.57, 0.05], [-0.06, -0.52, 0.21], [-0.54, -0.37, -0.19], [-0.08, 0.31, -0.18], [0.14, -0.20, -0.36], [-0.03, 0.04, 0.36], [0.62, -0.18, -0.06]]
}

(2)
{
  "formula": "C23H25FN4O",
  "method": "ωB97M-V with the def2-TZVPD basis set",
  "multiplicity": 1,
  "energy_ev": -34982.70978,
  "largest_force_ha_per_bohr": 0.017,
  "orbital_gap_ev": 8.848,
  "e_above_lowest_kcal_mol": 13.8,
  "symbols": ["C", "N", "C", "C", "C", "N", "C", "C", "C", "C", "O", "N", "C", "C", "C", "C", "C", "C", "C", "C", "C", "C", "F", "C", "C", "C", "C", "C", "N", "H", "H", "H", "H", "H", "H", "H", "H", "H", "H", "H", "H", "H", "H", "H", "H", "H", "H", "H", "H", "H", "H", "H", "H", "H"],
  "positions_angstrom": [[1.734122, 4.199961, -1.603848], [1.843539, 3.642692, -0.287522], [2.610740, 2.609379, 0.106890], [2.356477, 2.399077, 1.448298], [2.955344, 1.353500, 2.330263], [2.065802, 0.208130, 2.496893], [2.726181, -0.943142, 3.090583], [1.888291, -2.201839, 2.837488], [0.380835, -1.929342, 2.987904], [-0.359130, -1.819606, 1.651911], [-1.403274, -2.409821, 1.466872], [0.266088, -1.025745, 0.748557], [-0.121617, -0.718494, -0.552362], [0.740810, 0.074896, -1.308761], [0.415976, 0.409568, -2.608256], [-0.765640, -0.036067, -3.172747], [-1.633756, -0.833757, -2.431216], [-2.885508, -1.327179, -3.026061], [-3.661100, -0.506881, -3.843245], [-4.833895, -0.973332, -4.408143], [-5.256667, -2.271188, -4.177995], [-4.480037, -3.076801, -3.365214], [-4.877970, -4.347934, -3.137896], [-3.310316, -2.630966, -2.783676], [-1.306267, -1.171453, -1.122361], [0.159521, -0.669895, 3.832786], [0.865871, 0.561825, 3.255591], [1.407401, 3.385744, 1.766869], [1.111631, 4.117788, 0.711204], [1.169630, 5.126710, -1.526271], [2.723264, 4.405720, -2.014866], [1.204107, 3.513559, -2.268371], [3.290895, 2.123222, -0.564175], [3.878476, 0.992817, 1.867065], [3.211698, 1.799383, 3.308114], [2.887676, -0.798566, 4.171007], [3.708330, -1.064912, 2.626803], [2.196782, -2.971690, 3.546137], [2.092215, -2.581570, 1.834709], [-0.095112, -2.768612, 3.504097], [1.107249, -0.549015, 1.092494], [1.661858, 0.419547, -0.864090], [1.095066, 1.014525, -3.192857], [-1.002610, 0.211223, -4.196561], [-3.351246, 0.512266, -4.019315], [-5.426510, -0.322630, -5.033654], [-6.164847, -2.658185, -4.611772], [-2.733101, -3.298157, -2.163404], [-1.978039, -1.772596, -0.533093], [-0.908651, -0.466148, 3.917591], [0.535465, -0.872610, 4.838139], [1.121731, 1.240899, 4.086122], [0.195233, 1.101995, 2.581483], [0.946988, 3.593708, 2.711864]],
  "forces_ev_per_angstrom": [[-0.12, 0.15, -0.48], [0.30, -0.34, 0.28], [0.01, 0.00, 0.38], [0.18, 0.02, -0.17], [0.04, 0.07, -0.13], [0.26, -0.03, 0.16], [0.12, -0.25, 0.01], [0.14, 0.07, 0.12], [-0.17, -0.09, 0.07], [0.28, -0.15, 0.39], [-0.34, -0.14, -0.07], [0.18, 0.15, -0.09], [-0.16, -0.04, -0.35], [-0.02, -0.06, 0.04], [0.02, 0.04, 0.05], [-0.13, -0.04, -0.05], [0.41, 0.22, 0.07], [-0.33, -0.11, -0.18], [0.09, 0.05, 0.03], [0.02, -0.04, -0.01], [0.01, -0.19, 0.09], [-0.03, 0.10, -0.04], [0.05, 0.12, -0.01], [-0.13, -0.05, -0.05], [-0.12, -0.05, 0.02], [0.02, -0.02, -0.07], [-0.25, 0.13, 0.04], [0.22, -0.14, -0.22], [-0.61, 0.62, 0.08], [0.06, -0.06, 0.00], [-0.04, 0.01, 0.04], [0.01, 0.06, 0.03], [0.13, -0.12, -0.16], [-0.03, 0.03, 0.13], [0.03, -0.13, -0.07], [0.05, 0.02, -0.02], [-0.04, 0.06, 0.08], [-0.01, -0.04, -0.03], [0.05, -0.03, 0.04], [0.02, 0.12, -0.19], [-0.11, -0.02, -0.01], [0.07, 0.01, 0.03], [0.06, 0.03, -0.04], [-0.03, 0.01, -0.10], [0.04, 0.09, 0.00], [-0.05, 0.05, -0.04], [-0.08, -0.07, -0.03], [0.06, -0.10, 0.06], [-0.02, -0.02, 0.03], [0.02, 0.00, 0.08], [-0.04, 0.01, 0.00], [0.01, 0.01, -0.08], [0.02, 0.00, 0.11], [-0.13, 0.07, 0.21]]
}